1.
DFT (the ωB97M-V functional and the def2-TZVPD basis) results for C55H69GeN3O7PPbSeTe as an isolated structure.

The energy relative to the best compared isomer or geometry (same formula, charge and spin) is 0.719 eV. The calculation puts the HOMO-LUMO gap at 0.233 Ha. Its total charge is -1.

CARTESIAN COORDINATES (ANGSTROEM)
H -5.28923 -1.91049 4.11173
C -3.75901 0.67846 5.81157
O 1.57071 -0.63386 -2.72073
O -4.18054 1.60469 -4.60063
H -0.84222 -2.41279 5.91880
H 1.64696 1.12982 4.22813
H -6.08297 1.73019 4.77648
Te -4.73252 1.62300 -1.51562
C -0.01388 -3.77967 4.44729
H -6.70922 0.25120 4.04483
C 3.43977 -1.65395 -4.59941
H 3.47903 3.72595 -2.49036
C -6.06949 0.64105 4.83918
H -5.87549 3.61064 -4.85913
H 3.33312 1.94741 1.83046
C 2.59750 -2.66794 -0.77735
H 5.53788 -3.92457 -3.67519
C 3.41918 -4.24313 0.84614
H 5.27240 4.06057 -0.81773
H -5.15967 -1.66289 5.85670
C 1.07997 -1.80631 3.28931
C -2.47460 4.18652 0.35756
H 1.19250 -5.46138 5.12192
H 6.08694 -0.13520 -0.87256
C 4.06284 2.88181 -2.14348
H -4.14110 0.39616 6.79622
H 7.69324 -4.66301 -4.57672
C 5.79336 1.97891 -0.75178
C -3.52141 2.25910 1.74588
H 1.56092 1.94948 1.73077
C 0.22845 -0.68029 1.32137
C 0.00804 -3.09140 5.81946
O -2.12296 2.59563 -3.33470
H 1.19387 -5.22072 3.36504
C 4.90513 -3.29959 -0.79130
H -1.79304 -3.26785 2.33541
H -3.54122 -1.51376 2.69827
C -3.98710 1.81035 2.97970
C -0.93995 -2.60199 2.36611
H -4.27944 2.55654 3.70875
C -3.39670 1.24227 -5.77949
H 3.79546 -1.58901 2.81474
C 2.28436 -0.75284 -5.01592
Se -2.25142 -1.43336 0.12561
C -3.15375 -0.07802 1.18630
N -3.35425 -2.02261 -4.79143
C -3.60422 -0.46682 2.43781
H 7.07083 0.05167 -3.25951
H 3.11914 -2.69976 -4.60445
Pb -0.60534 0.41171 -1.84851
H 5.90716 -3.21968 -1.19263
H 2.75433 -0.18097 4.64981
N -4.35721 -1.55355 -6.99582
H 4.26153 -1.57049 -5.31080
H -1.33580 -5.17874 3.42142
C 1.20219 -4.70799 4.32863
O 0.08998 -0.15992 -4.29399
H -0.04450 -3.83312 6.62181
H -6.84474 5.85247 -4.45120
H -5.18134 6.03189 -5.03291
H -3.02521 4.12718 -0.57488
H -3.14767 4.19371 3.72882
H -3.92867 0.39387 -6.20407
H -5.23985 4.14083 0.60530
C 8.60983 -2.72703 -4.41655
C -0.84157 -1.61046 1.39854
H -5.29350 4.27964 2.36790
C -3.32368 3.78190 1.56988
N -2.58015 -0.49884 -3.04706
Ge 4.27408 -1.33303 -2.83975
H -2.67564 2.09451 -7.59655
H 2.67543 0.23234 -5.29148
C -4.69855 -1.43077 4.89447
H -2.16218 5.22627 0.48352
C 4.68610 -4.13855 0.29358
C 7.56110 -3.62847 -4.28217
H 4.60485 -0.10971 2.26071
H -4.54718 5.56243 1.40070
H -5.54088 6.23806 -3.31273
H 5.51125 -4.70422 0.71054
H 1.38898 -3.55031 0.75622
C 8.42065 -1.40537 -4.04445
H -2.73499 0.31107 5.72004
H -4.27693 2.68362 -7.12642
H -1.62502 3.77799 2.93433
C -3.29404 2.39590 -6.75015
H -2.17912 -4.02889 4.47088
O 0.26486 0.21014 0.37967
C 5.06694 3.07011 -1.20525
C 6.13251 -1.87797 -3.37068
C -5.79681 5.67260 -4.20827
C -4.64456 0.08614 4.70670
C 3.79276 1.60985 -2.63265
C -2.95018 -1.21169 -3.90080
C -3.87268 -1.73906 -5.95670
H -2.35997 5.36847 2.67993
H 9.56411 -3.05315 -4.81226
H 3.66115 -1.08771 1.12731
H -6.13159 3.84420 -3.11891
P -3.58222 2.53697 -3.47748
H 2.13695 -4.14919 4.40037
C 5.52009 0.71160 -1.24669
H 3.39288 1.32974 4.00696
H -3.73076 1.76814 5.76005
H 0.91838 -2.50671 5.95884
C 6.34377 -3.20260 -3.77095
C 3.86514 -2.55483 -1.35430
H -3.69875 -1.87063 4.88891
C -4.68713 4.48088 1.48165
O -2.98388 1.53523 -0.53802
C -2.57276 4.30534 2.80892
C 3.70472 -0.72315 2.15415
O -4.16783 3.99690 -3.75333
C 2.37608 -3.50057 0.31203
C 4.52243 0.50353 -2.20031
H 2.98919 1.48395 -3.34541
C -4.07918 0.46973 3.34096
C 7.19508 -0.99009 -3.53203
H 9.22823 -0.69089 -4.15446
H -2.41687 0.90304 -5.44205
H 1.75262 -1.13046 -5.89032
H 2.50630 1.08320 0.52793
H -6.49955 0.35266 5.80168
H 3.24750 -4.88994 1.69749
H 1.78049 -2.08239 -1.17208
C -1.27724 -4.63701 4.36758
C 2.56603 0.61871 3.93169
C 2.45663 0.10641 2.48402
C 2.45598 1.34434 1.58157
H -2.82720 3.26371 -6.28136
H 1.85998 -1.89792 4.03758
C -5.56780 4.19588 -3.99079
C -3.21002 1.26045 0.79920
H 6.56956 2.11343 -0.00760
C 1.21750 -0.79462 2.35235
H -1.27328 -5.37300 5.17504
C 1.23223 -0.51407 -3.94579
C 0.02937 -2.72509 3.34319
H -1.57908 3.57390 0.26381

Löwdin population analysis, charges in e, atoms 1 to 6:
1 H 0.09
2 C -0.04
3 O -0.21
4 O -0.29
5 H 0.08
6 H 0.09

---

2.
DFT (the ωB97M-V functional and the def2-TZVPD basis) results for a 13-piece molecular cluster, C55H71NO37S overall at a distorted geometry.

The calculation puts the HOMO-LUMO gap at 0.292 Ha.

CARTESIAN COORDINATES (ANGSTROEM)
H -3.19088 -2.21151 11.43347
H -0.24338 -1.72822 1.68864
O 2.63865 1.92823 -3.72345
C 4.84281 1.31865 -3.80814
H 5.46321 1.13511 0.98101
O -6.97451 -4.05451 10.98725
C 1.08179 -2.70773 -4.30456
H 0.61220 4.34383 -3.75325
H 2.67789 5.33355 -3.07440
C 3.28849 2.71084 -4.62902
C 3.79181 -1.53157 -10.73670
H 3.63575 -2.40710 -4.80572
H -4.47578 3.16438 0.86904
C 0.90873 0.81421 -0.87133
O -5.03034 -3.14820 11.69363
H -6.87926 -0.64722 3.43451
C 4.72480 -2.44292 -4.74228
H 3.40115 0.50437 -2.41432
C -0.55146 -4.19446 -4.69327
C 2.15359 4.74328 3.34383
H 5.33867 1.80800 -2.96538
C 0.79944 -2.05876 1.97994
C -2.96931 -2.77774 -1.50828
H -3.16154 -3.98621 11.48565
H 3.73339 -2.43937 -10.12975
O 0.64379 -2.44675 -5.56299
O -6.66508 3.93237 5.96525
H -10.21423 5.09284 3.97545
O 4.53267 2.85431 1.84950
H 2.12261 -0.01574 2.41911
H -8.05511 6.20414 2.67620
O -7.53329 -3.89417 4.11718
O 5.12702 -2.45329 -13.71390
N -6.41981 -1.17881 0.71856
C 5.15424 -0.90197 -10.69943
C 1.01759 0.89260 0.70572
H 3.00544 -0.84563 -10.42332
C 2.04522 -0.15201 1.30411
C -3.72005 -3.11517 11.13316
H 4.64052 -4.50037 -5.41973
S -5.01654 0.88736 -0.99454
O 8.16305 0.24399 -0.51426
H 1.09150 4.91125 3.17185
C -4.99613 2.38114 1.47462
H -1.49457 -3.78014 -4.32759
C -5.93912 1.38811 3.56357
C -7.40064 4.44532 5.17785
H -6.58590 1.84262 6.79430
H 8.13453 0.73713 1.51061
O -4.60945 -1.44696 7.08469
O 1.88088 -2.04109 -3.71887
H -0.65498 1.83370 -2.15178
O -6.06683 -4.56408 2.53442
H 11.05802 0.12003 -3.53944
C 0.54566 5.01997 -2.90155
C -3.98989 -3.16191 9.65568
H -4.94967 3.43580 3.41478
H 3.16786 -0.02344 -4.09194
H -6.63886 -1.90772 1.40862
H 2.33424 4.68157 4.42055
H -8.14394 -2.76726 5.75911
O 12.25504 -1.30460 -4.46998
H -3.38297 -4.70585 -0.49323
H 0.98822 -1.71227 3.03035
C 12.25532 -2.65950 -4.34081
O 0.48674 4.29329 -1.67876
O -5.33393 -3.60053 4.43973
H 10.82009 -1.79325 -2.10848
C 1.77748 5.85095 -2.73637
C -4.47261 -0.86502 -0.92906
C -5.28316 2.50766 2.90446
C -5.99632 -2.87977 5.48047
O 0.49468 -3.82102 -3.79806
H 0.84545 -3.17909 1.97598
H -1.20683 1.25482 -0.49171
C -7.01391 0.51486 8.45817
H -0.31530 -0.71808 -2.84705
C 7.14462 -0.13568 -1.32840
H 5.01929 -2.38929 -3.69434
O 5.94107 0.06751 -0.74098
H -2.87720 0.64637 -2.57804
O 2.57871 3.53171 2.73414
C -3.71707 -3.65236 -0.61235
O 7.28999 -0.59188 -2.42369
C 3.83521 3.72815 2.27314
O 1.85573 6.03369 -1.32275
H -0.35990 5.62518 -2.99772
H 10.33720 -0.71559 -4.93039
H 1.70566 6.80875 -3.24980
H 3.24280 6.61169 3.33296
C -8.17940 5.28788 3.25191
H -2.06474 -3.13213 -2.06919
H -0.64218 -5.27802 -4.75551
C -0.60073 0.99579 -1.40112
C 7.58520 0.94054 0.59259
O 2.79759 3.64475 -5.19102
H -7.44886 -4.36008 6.12241
C 4.89324 -2.00765 -12.63493
C -6.35424 0.16916 2.87484
C -5.31981 -0.55788 7.45034
C -2.49485 -0.40671 -2.62099
H 5.66388 -1.06667 -9.75154
H 9.41768 -2.05729 -3.16565
C 5.30574 -3.63795 -5.44251
C -1.00422 -0.39269 -2.01948
H 0.03601 0.81100 1.23771
H -0.89266 -1.15178 -1.19149
H -5.49107 -3.01238 6.42412
O 1.18035 4.75633 0.41603
C -5.38068 1.16059 0.78296
C -6.14674 1.50837 7.73656
H 6.09784 -0.50281 1.23318
H -6.00223 -1.81889 5.22532
O -8.74433 4.55368 5.34420
C -4.86879 -3.09956 0.10277
O 13.10957 -3.37420 -4.75923
H 0.53310 -4.23621 -6.57391
O 5.26720 -1.34685 -5.48105
O -4.96876 0.75137 7.45530
C -7.37289 -3.48274 5.47547
H 1.32793 -0.18635 -1.17162
C -5.27837 -1.71036 -0.01852
O 3.64229 -1.88385 -12.10979
H 5.12513 0.17135 -10.90569
O 5.48319 -3.16557 -6.77684
H 3.08056 0.01782 0.89096
C -9.23128 5.41372 4.31775
C 3.01337 5.77326 2.67553
H 5.49284 0.53771 -4.19432
H 6.27839 -3.93024 -5.03884
H -5.91326 2.38045 8.34483
H 7.61756 2.01378 0.39027
H -8.37495 4.46086 2.56465
H -4.13016 -2.17109 9.22456
H -8.07539 0.67513 8.27519
O -7.00242 4.99514 4.00128
O 4.19379 5.03788 2.34648
O 11.15153 -3.08975 -3.67174
H -0.95471 -3.26770 -6.61210
H -6.14471 1.45894 4.66064
C 10.49972 -1.93676 -3.14373
H -5.42496 -3.76537 0.80053
H -6.83720 0.50783 9.53650
C 6.18466 0.40287 0.62703
C 5.58041 -1.81131 -6.71765
H -3.20533 -3.67898 9.10466
C 3.47819 0.80832 -3.45741
C 1.17230 5.00525 -0.75227
C -5.85144 -3.72539 10.77303
O 4.56622 2.29653 -4.81203
C -6.28958 -4.06736 3.59877
H 2.56990 6.15379 1.75529
C -0.11459 -3.57609 -5.99146
O 1.70054 -1.51363 1.01166
H 1.51803 1.63690 -1.32958
O 5.83716 -1.55788 -11.76720
H -2.51685 -0.73687 -3.69020
O -6.58476 -0.73329 7.91287
C -6.06440 0.02423 1.43994
C -3.33078 -1.35002 -1.68545
C 10.97473 -0.83787 -4.05112
O -5.22053 -3.87635 9.57757
O 5.89891 -1.11900 -7.63520
H -9.30789 6.42948 4.71382
H 1.45528 1.90526 0.95073

Löwdin population analysis, charges in e, atoms 1 to 6:
1 H 0.13
2 H 0.09
3 O 0.05
4 C -0.12
5 H 0.09
6 O 0.16

---

3.
DFT (the ωB97M-V functional and the def2-TZVPD basis) results for C55H74N4P3SiZr as an isolated structure.

The energy relative to the best compared isomer or geometry (same formula, charge and spin) is 0.305 eV. The calculation puts the HOMO-LUMO gap at 0.254 Ha. Its total charge is +3.

CARTESIAN COORDINATES (ANGSTROEM)
H -1.39646 -3.64850 4.14658
N 1.70802 -0.38529 1.88173
C -1.52834 5.11978 2.10001
H 4.81208 -0.61526 -0.23890
P 1.27346 2.64667 0.47533
H -2.71399 -0.51695 -3.50023
H 4.25858 2.32441 0.48122
C -0.39597 4.59224 1.51018
H -3.29554 2.28284 2.46838
H 0.53024 1.09977 2.72375
C -3.07797 3.34959 -1.41010
H -1.67371 -1.50487 -1.67342
C -2.03964 0.12538 4.00286
C -2.07414 -3.77527 0.86952
H 2.28307 2.44619 3.71050
N 2.26881 0.21650 -2.17457
H 0.99103 -4.22561 4.22248
H 4.72785 2.94295 2.05447
H 4.22308 -2.37480 1.12435
H -3.79159 0.77283 -5.09177
H -1.00481 -4.46911 -4.67285
C 2.45205 5.10117 -0.63769
C 3.15802 -2.12769 1.04006
C -4.19376 0.06456 1.10230
C -2.26939 -0.57336 5.18000
H 2.78571 2.85979 -2.21890
C -0.26572 3.21533 1.28949
H 2.36415 -3.89580 3.20006
C -0.67279 -3.86718 -3.83854
C 2.92667 -0.51774 4.41433
H 1.77244 4.06479 -3.01104
C -2.44774 2.91129 2.22138
H -3.00566 4.43729 -1.36375
C 2.75725 -1.20071 2.13241
C -3.14211 1.35530 -4.43670
H -3.46383 4.66216 2.91198
H -0.66204 -5.98529 1.63224
H 1.18985 -2.62432 3.57473
C 3.93820 2.41187 1.52198
H -3.67172 -2.43564 1.46868
C -1.57093 -2.58566 4.09423
C -2.16186 0.39969 -3.72540
C -0.18223 -5.48236 2.46680
H 3.40045 -0.56741 5.38512
C 2.01744 0.55574 -3.44255
H -2.63757 -0.05206 6.05295
C 3.55427 0.23632 -1.77501
C -5.51857 -0.08146 -0.88345
H 1.13763 -4.33131 1.27959
C -2.04612 -1.93984 5.22302
C 1.01196 -3.27157 -2.22366
H -3.31032 -2.37015 -0.25962
H -1.82049 -4.16359 -1.24315
C 4.31090 1.01507 -3.89769
C 3.00054 0.93700 -4.33884
H 1.05877 2.54358 -2.47962
H -6.47207 -0.23959 -1.36817
H 0.47168 4.38563 -0.93689
C 3.76486 -0.34307 -0.41464
C 1.28872 0.35978 2.92006
H 0.40278 5.26733 1.23264
C -3.14589 0.36635 -1.04342
C -3.03524 0.28089 0.35154
H -2.40326 -5.53142 -0.32902
Si -1.38395 0.47609 1.23506
H -3.90137 3.10319 -2.07894
H 1.23908 -4.82576 -3.66194
H -4.50827 0.18228 -2.72094
H 0.60970 -6.14061 2.82688
H 2.24539 5.69273 0.25213
H -0.60289 2.95191 -3.80703
H -2.23927 -4.39816 1.75600
H 3.08011 3.99075 3.59555
H 3.87626 1.41363 1.96877
H -1.60578 6.18391 2.27416
Zr 0.71320 -0.37326 -0.32475
C -5.42869 -0.09673 0.49911
C 1.79042 3.31032 -2.22412
C -1.01239 -2.18263 -2.20123
H 1.38140 0.87304 4.98445
H -0.41770 -0.76838 -4.36190
C -1.30736 -1.88471 2.91845
H 2.79283 -4.39948 -2.13178
H 1.35410 3.89104 3.31478
H -2.19655 3.69953 -3.82601
H -3.32987 2.98741 -0.41770
C -1.71094 -4.68882 -0.29966
H -2.23769 -2.49976 6.12775
H -0.88895 4.46445 -2.95557
N 2.88018 -1.52971 -0.27158
C -2.56262 4.26686 2.46396
C -1.74298 2.78898 -1.91053
H 5.10293 1.33311 -4.56166
C 1.47188 3.94866 -0.88372
C 4.59185 0.65066 -2.58699
H 5.60501 0.65038 -2.20976
N 0.24329 -2.27155 -1.73171
C 2.29224 -3.63875 -1.53159
H 4.28433 -1.88363 3.45288
H -3.77628 1.93324 -3.77055
C -1.07367 0.02471 -4.72307
H 3.41910 -1.99502 -2.26331
C 2.29359 3.37710 3.15372
P -1.67050 0.93007 -1.98577
C 2.63481 3.18170 1.67285
H -0.70125 -5.09797 -0.25561
H -0.90824 -5.39492 3.27325
H 2.72946 1.18186 -5.35541
H 3.48581 4.75306 -0.58915
P -0.64426 -2.74840 1.45756
C -1.30544 2.34390 1.63377
H -6.31384 -0.25618 1.09996
C -1.50756 -2.93664 -3.24984
C -4.38844 0.15486 -1.64950
H -4.16056 -3.75748 0.41662
H -2.22951 1.19148 4.00072
C 1.30423 -3.67817 3.33553
C 3.27723 -2.51551 -1.32069
H 4.25238 -2.92218 -1.03082
H -2.53182 -2.80469 -3.56929
C 3.42211 -1.24075 3.34308
C -3.37144 -3.02969 0.60888
H 2.82705 4.19164 1.29636
C 1.81474 0.27314 4.19744
H 2.59875 -3.06082 1.13121
H -1.55033 -0.34656 -5.63083
H -1.00242 3.01268 -1.14458
H -4.12789 -0.00643 2.18174
H -2.60032 2.05451 -5.06968
H -0.48116 0.89228 -5.02004
H 2.04246 -4.13806 -0.59202
H 2.38730 5.78057 -1.48784
H 0.98222 0.53713 -3.74161
C -1.32889 3.49802 -3.20353
C 0.46755 -4.12872 2.12080
H 3.50002 0.38428 0.35930
C 0.58330 -4.05403 -3.28589
C -1.57430 -0.50819 2.84807

Löwdin population analysis, charges in e, atoms 1 to 6:
1 H 0.09
2 N -0.01
3 C -0.03
4 H 0.16
5 P 1.09
6 H 0.07

---

Number 1: electronic energy -8108.95211 Ha. Number 2: electronic energy -5375.25494 Ha. Number 3: electronic energy -3719.11333 Ha.